1.
Formula: C3H9N2O
Source: the OMol25 dataset
Level of theory: wB97M-V/def2-TZVPD

The geometry in ORCA input format:
```
! wB97M-V def2-TZVPD RIJCOSX def2/J DEFGRID3
* xyz 1 1
C 0.139 -1.265 0.947
C 0.836 -2.351 1.656
C -1.091 2.939 -1.862
N 0.555 -0.073 0.954
N -1.448 1.756 -1.461
O -0.046 1.014 0.481
H -0.646 -1.559 0.424
H 0.748 -3.249 0.900
H 0.253 -2.780 2.504
H 1.890 -2.088 2.037
H -0.416 3.549 -1.296
H -1.409 3.469 -2.742
H -0.860 1.095 -0.442
H 1.403 0.152 1.396
H -2.220 1.357 -1.951
*
```

* highest occupied orbital energy: -14.260 eV

These are the Mulliken partial charges, in e, on atoms 1 to 8:
1. C 0.152
2. C -0.971
3. C -0.154
4. N 0.060
5. N -0.325
6. O -0.526
7. H 0.452
8. H 0.282

2.
Formula: C5H11N2S
Source: the OMol25 dataset
Level of theory: wB97M-V/def2-TZVPD

The geometry in ORCA input format:
```
! wB97M-V def2-TZVPD RIJCOSX def2/J DEFGRID3
* xyz 1 1
C -0.240 0.778 -2.602
C 1.988 0.994 -1.026
C -0.131 -0.306 -0.587
C -0.876 -1.691 1.305
C -0.309 0.585 1.606
N -0.740 0.080 -1.688
N -0.823 -0.367 0.618
S 1.330 1.501 -2.593
H -0.870 0.773 -3.449
H 2.243 1.952 -0.409
H 2.571 0.043 -0.942
H 0.526 -1.250 -0.710
H 0.111 -2.096 1.108
H -0.915 -1.337 2.359
H -1.488 -2.462 0.864
H -0.834 0.593 2.653
H 0.681 0.498 1.760
H -0.485 1.707 1.274
H -1.737 0.003 0.459
*
```

* highest occupied orbital energy (alpha / beta): -12.506 / -12.508 eV

These are the Mulliken partial charges, in e, on atoms 1 to 8:
1. C -0.058
2. C -0.566
3. C -0.207
4. C -0.721
5. C -1.065
6. N -0.502
7. N 0.123
8. S -0.032

3.
Formula: BrH4P3
Source: the OMol25 dataset
Level of theory: wB97M-V/def2-TZVPD

The geometry in ORCA input format:
```
! wB97M-V def2-TZVPD RIJCOSX def2/J DEFGRID3
* xyz 0 1
P -0.080 0.928 -1.388
P 0.246 -1.896 0.345
P 1.254 -0.738 -1.139
Br -3.038 2.031 1.345
H 1.108 1.607 -1.110
H -0.463 0.944 -0.065
H 1.339 -2.174 1.073
H -0.367 -0.701 0.938
*
```

* highest occupied orbital energy (alpha / beta): -9.470 / -7.684 eV

Charges obtained by Mulliken population analysis, quoted in units of e:
1. P 0.025
2. P -0.069
3. P -0.030
4. Br 0.005
5. H 0.090
6. H -0.124
7. H 0.063
8. H 0.040

4.
Formula: C40H43BCdF10N11O6PS3
Source: the OMol25 dataset
Level of theory: wB97M-V/def2-TZVPD

The geometry in ORCA input format:
```
! wB97M-V def2-TZVPD RIJCOSX def2/J DEFGRID3
* xyz -2 1
Cd 0.045 0.974 -0.169
N -2.505 8.107 -1.878
C -2.176 7.138 -0.912
C -1.049 6.337 -1.084
C -0.730 5.378 -0.144
C -1.533 5.210 0.977
C -2.646 6.008 1.164
C -2.958 6.985 0.230
S -1.180 3.853 2.057
O -2.144 3.894 3.134
O 0.214 3.935 2.411
N -1.329 2.562 1.110
C -2.473 2.286 0.463
N -2.331 1.246 -0.405
C -3.372 0.895 -1.129
C -4.599 1.527 -1.013
C -4.650 2.567 -0.098
N -3.627 2.951 0.644
H -2.146 7.873 -2.793
H -3.497 8.289 -1.928
H -0.455 6.424 -1.985
H 0.120 4.728 -0.298
H -3.273 5.835 2.028
H -3.835 7.609 0.365
H -3.214 0.083 -1.831
H -5.447 1.243 -1.617
H -5.572 3.126 0.047
C -2.084 -4.074 4.886
C -0.729 -4.473 4.373
C -0.128 -5.653 4.777
C 1.125 -6.034 4.313
C 1.775 -5.220 3.401
C 1.195 -4.038 2.968
C -0.048 -3.640 3.464
N -0.684 -2.464 3.074
C -0.183 -1.371 2.342
N 1.104 -1.066 2.637
C 1.926 0.064 2.321
C 1.714 0.873 1.216
C 2.644 1.905 1.023
C 3.711 2.126 1.873
C 3.892 1.287 2.963
C 3.012 0.244 3.202
C 3.245 -0.654 4.393
N -0.927 -0.730 1.518
C -2.278 -1.110 1.399
C -2.669 -2.024 0.422
C -4.003 -2.351 0.236
C -4.970 -1.766 1.040
C -4.581 -0.882 2.036
C -3.246 -0.550 2.246
C -2.839 0.361 3.366
H -2.459 -4.815 5.592
H -2.819 -3.989 4.079
H -2.048 -3.106 5.390
H -0.657 -6.288 5.480
H 1.577 -6.956 4.652
H 2.742 -5.504 3.006
H 1.694 -3.435 2.223
H -1.691 -2.480 3.101
H 1.441 -1.584 3.429
H 2.534 2.561 0.166
H 4.400 2.941 1.687
H 4.726 1.437 3.639
H 4.124 -0.317 4.941
H 3.423 -1.697 4.106
H 2.404 -0.643 5.095
H -1.900 -2.476 -0.188
H -4.282 -3.054 -0.540
H -6.019 -1.992 0.891
H -5.331 -0.422 2.670
H -3.644 1.047 3.627
H -1.969 0.954 3.098
H -2.582 -0.216 4.261
C -0.207 -2.804 -4.721
N 1.055 -2.235 -4.292
C 1.744 -3.199 -3.443
N 0.951 -3.642 -2.290
C -0.334 -4.140 -2.767
N -1.083 -3.212 -3.619
C -1.543 -2.042 -2.866
P -0.154 -1.102 -2.058
C 0.863 -0.957 -3.601
C 0.765 -2.543 -1.338
H 0.005 -3.694 -5.323
H -0.737 -2.078 -5.340
H 2.676 -2.759 -3.090
H 1.972 -4.082 -4.049
H -0.954 -4.406 -1.906
H -0.147 -5.045 -3.354
H -2.286 -2.356 -2.130
H -2.042 -1.350 -3.551
H 1.825 -0.533 -3.336
H 0.377 -0.241 -4.266
H 0.246 -2.917 -0.451
H 1.740 -2.172 -1.008
F -0.478 3.641 -3.867
B -1.034 2.822 -2.897
F -2.220 3.374 -2.412
F -1.269 1.525 -3.393
F -0.096 2.703 -1.801
F 5.393 -0.196 0.222
C 5.669 0.571 -0.840
F 5.578 1.846 -0.468
F 6.934 0.329 -1.204
S 4.489 0.151 -2.196
O 3.194 0.379 -1.613
O 4.807 -1.216 -2.542
N 5.031 1.212 -3.224
S 4.539 1.371 -4.707
O 3.204 0.916 -4.953
O 4.972 2.638 -5.214
C 5.612 0.145 -5.643
F 6.035 0.682 -6.799
F 4.933 -0.964 -5.941
F 6.697 -0.211 -4.949
*
```

* highest occupied orbital energy: -3.508 eV

These are the Mulliken partial charges, in e, on atoms 1 to 8:
1. Cd 3.159
2. N -0.675
3. C 1.107
4. C -0.742
5. C -0.285
6. C -0.600
7. C -0.228
8. C -0.716

5.
Formula: C13H18N5O5
Source: the OMol25 dataset
Level of theory: wB97M-V/def2-TZVPD

The geometry in ORCA input format:
```
! wB97M-V def2-TZVPD RIJCOSX def2/J DEFGRID3
* xyz -1 1
N -1.676 3.689 -0.623
C -1.270 2.775 -1.200
O -1.273 1.618 -1.878
C -0.700 0.528 -1.014
C -1.653 0.222 0.190
C -1.269 -1.094 0.978
C -1.007 -0.855 2.530
N 0.392 -1.123 2.950
C 1.076 0.084 3.503
C 2.325 0.354 2.575
C 2.199 1.278 1.441
C 3.353 1.476 0.573
C 4.610 0.776 0.830
C 4.741 -0.149 1.966
C 3.570 -0.350 2.840
O 3.734 -1.276 3.897
O -0.621 -0.633 -1.945
N -0.194 -0.114 -3.142
O 0.786 -0.724 -3.461
H -2.728 0.214 -0.199
H -1.608 1.075 0.922
H -2.141 -1.803 0.863
H -0.407 -1.581 0.451
H -1.659 -1.614 3.064
H -1.403 0.150 2.825
H 0.897 -1.397 2.100
H 1.402 -0.193 4.550
H 0.415 0.983 3.590
H 1.224 1.789 1.289
H 3.246 2.164 -0.305
H 5.504 0.882 0.169
H 5.683 -0.705 2.177
H 4.155 -0.767 4.612
C -4.072 -0.660 -5.018
O -4.909 -0.550 -5.904
N -3.916 0.262 -4.034
N -3.221 -1.721 -4.940
H -3.234 0.188 -3.299
H -4.524 1.061 -4.056
H -3.302 -2.427 -5.649
H -2.527 -1.828 -4.221
*
```

* highest occupied orbital energy: -3.140 eV

These are the Mulliken partial charges, in e, on atoms 1 to 8:
1. N -0.564
2. C 0.479
3. O -0.232
4. C -0.382
5. C -0.641
6. C -0.515
7. C -0.536
8. N -0.365

6.
Formula: C5H4FNO
Source: the OMol25 dataset
Level of theory: wB97M-V/def2-TZVPD

The geometry in ORCA input format:
```
! wB97M-V def2-TZVPD RIJCOSX def2/J DEFGRID3
* xyz 0 1
C 0.459 -0.177 2.045
C 0.014 0.428 0.955
C -0.464 0.652 -1.331
C -0.575 0.027 -2.492
C 1.040 -1.482 1.995
H -0.393 1.426 1.059
H -0.768 1.674 -1.143
H -0.328 -1.045 -2.590
H -1.023 0.607 -3.321
N 1.519 -2.530 1.908
O 0.048 -0.091 -0.273
F 0.472 0.511 3.186
*
```

* highest occupied orbital energy: -9.222 eV
* SMILES: C=CO/C=C(/F)C#N

These are the Mulliken partial charges, in e, on atoms 1 to 8:
1. C 0.129
2. C 0.074
3. C 0.073
4. C -0.628
5. C 0.193
6. H 0.383
7. H 0.222
8. H 0.264

7.
Formula: C42H30BrClIrN4O4PS2
Source: the OMol25 dataset
Level of theory: wB97M-V/def2-TZVPD

The geometry in ORCA input format:
```
! wB97M-V def2-TZVPD RIJCOSX def2/J DEFGRID3
* xyz 0 1
Ir -0.093 0.039 0.219
Br -1.299 0.418 2.423
C -2.823 -0.619 1.958
C -3.824 -0.730 2.872
C -4.958 -1.497 2.528
C -5.009 -2.116 1.313
C -3.944 -2.015 0.381
C -3.982 -2.712 -0.846
C -2.899 -2.680 -1.672
C -1.762 -1.908 -1.342
C -1.702 -1.130 -0.212
C -2.803 -1.228 0.693
H -3.752 -0.247 3.837
H -5.770 -1.592 3.236
H -5.867 -2.719 1.043
H -4.872 -3.273 -1.103
H -2.901 -3.235 -2.602
H -0.934 -1.903 -2.031
Cl 1.915 1.247 1.439
C 2.677 -0.086 2.288
C 3.662 0.260 3.200
C 4.290 -0.740 3.923
C 3.933 -2.067 3.729
C 2.953 -2.391 2.808
C 2.307 -1.406 2.058
P 1.027 -1.893 0.839
C 0.203 -3.262 1.732
C -0.594 -2.964 2.837
C -1.152 -3.971 3.605
C -0.913 -5.301 3.287
C -0.112 -5.610 2.200
C 0.444 -4.601 1.426
C 1.986 -2.765 -0.443
C 3.375 -2.713 -0.481
C 4.075 -3.397 -1.465
C 3.394 -4.127 -2.427
C 2.007 -4.174 -2.403
C 1.306 -3.495 -1.417
H 3.924 1.299 3.339
H 5.054 -0.477 4.641
H 4.415 -2.850 4.299
H 2.678 -3.428 2.663
H -0.761 -1.938 3.120
H -1.766 -3.716 4.459
H -1.343 -6.091 3.888
H 0.093 -6.644 1.954
H 1.072 -4.870 0.589
H 3.920 -2.134 0.254
H 5.157 -3.361 -1.477
H 3.942 -4.652 -3.199
H 1.470 -4.750 -3.145
H 0.226 -3.539 -1.404
O 1.764 -0.053 -1.141
N 1.920 -0.043 -2.469
C 3.148 -0.404 -2.914
C 3.467 -0.374 -4.237
C 2.490 0.050 -5.150
C 1.246 0.378 -4.695
C 0.912 0.313 -3.319
S -0.619 0.639 -2.708
H 3.835 -0.684 -2.134
H 4.460 -0.659 -4.550
H 2.721 0.124 -6.204
H 0.467 0.709 -5.365
O 1.367 8.270 -1.617
S 0.312 9.232 -1.365
O 0.488 10.036 -0.171
O -0.165 9.942 -2.534
C -1.113 8.200 -0.917
N -2.288 8.810 -0.688
C -3.303 8.036 -0.358
C -3.198 6.652 -0.243
C -1.948 6.124 -0.489
N -0.916 6.888 -0.820
C -1.617 4.665 -0.398
C -2.537 3.683 -0.058
C -2.125 2.369 0.049
N -0.860 1.994 -0.160
C 0.018 2.931 -0.557
C -0.315 4.259 -0.678
H -4.248 8.538 -0.172
H -4.052 6.046 0.024
H -3.574 3.920 0.129
H -2.831 1.585 0.290
H 1.013 2.583 -0.799
H 0.412 4.997 -0.993
*
```

* highest occupied orbital energy: -6.885 eV

These are the Mulliken partial charges, in e, on atoms 1 to 8:
1. Ir 0.196
2. Br -0.071
3. C 1.036
4. C -0.816
5. C -0.795
6. C -0.842
7. C 0.610
8. C -1.121

Quick rundown of total energy, same order as above: -304.09662 -704.39605 -3600.33564 -5331.41225 -1155.97061 -422.70038 -6414.67004 Eh
Quick rundown of energy relative to the best compared isomer or geometry (same formula, charge and spin), same order as above: 403.6 510.7 140.0 29.0 972.1 222.9 313.9 kJ/mol